# 1
Below is 2 unconnected molecules or ions with the total composition C2H6OS2 in a non-equilibrium geometry, with properties calculated with wB97M-V/def2-TZVPD.

LUMO energy = 0.26 eV
SMILES = C=CO.SS
HOMO-LUMO gap = 10.006 eV
max |F| = 1.5 eV/A
ΔE to the lowest compared entry with this formula, charge and spin = 72.0 kJ/mol
HOMO = -9.74 eV

Each line ends with the Löwdin charge.
Geometry (Å):
C -0.5540 -0.6994 -1.9595  0.0223
C -0.2406 -0.7969 -0.6947  -0.2890
O -0.6339 -1.9123 0.0385  -0.0464
H -0.3253 0.1479 -2.6017  0.0597
H -1.2226 -1.4296 -2.4084  0.0686
H 0.3354 -0.1189 -0.0600  0.0647
H -1.2577 -1.6335 0.7255  0.0957
S 0.1363 2.3361 1.6032  0.2451
S 1.6773 1.3805 2.5714  0.2278
H -0.5303 1.2591 1.1724  -0.2452
H 2.6156 1.4669 1.6132  -0.2033

Atoms 1-2, force components in eV/Å:
-0.654 0.500 -1.158
0.018 -0.417 1.439

# 2
Below is 2 unconnected molecules or ions with the total composition C2H4NOP in a non-equilibrium geometry, with properties calculated with wB97M-V/def2-TZVPD.

LUMO energy (alpha / beta) = -0.49 / -0.48 eV
HOMO-LUMO gap (alpha / beta) = 7.094 / 7.061 eV
max |F| = 6.2 eV/A
ΔE to the lowest compared entry with this formula, charge and spin = 339.1 kJ/mol
HOMO (alpha / beta) = -7.58 / -7.54 eV

Each line ends with the Löwdin charge.
Geometry (Å):
C 1.6706 -0.5160 -0.3949  -0.2559
C 0.5241 -1.0735 -0.1024  -0.0857
N 2.6588 0.1813 -0.7392  0.1455
O -3.1337 1.1216 0.6471  -0.6307
P -1.9147 1.2902 -0.4162  0.6346
H 0.0948 -0.6587 0.8121  0.0334
H 0.1235 -1.9367 -0.7187  0.0843
H 3.4622 -0.1787 -0.4333  -0.0047
H -3.4855 1.7706 1.3455  0.0792

Atoms 1-2, force components in eV/Å:
1.615 1.572 -1.132
0.124 -0.750 -0.411